# 1
The following is a DFT calculation (ωB97M-V/def2-TZVPD) of an isolated molecule of C17H11ClN4S in a non-equilibrium geometry.

The HOMO-LUMO gap is 5.8 eV. The largest force on an atom comes out at 3.883 eV/Å. The LUMO energy is -1.55 eV. The calculation puts the energy at -47122.3538 eV. The calculation puts the HOMO energy at -7.38 eV. Its SMILES is Clc1ccc2c(c1)=C(c1cccs1)NN=C(c1cccnc1)N=2. As for the spin multiplicity: 1.

Last column: Mulliken charge in e.
Geometry (Å):
Cl -5.36735 -1.31811 -0.85705  -0.234
N 1.69487 -0.32939 -0.05673  -0.481
N 0.24196 0.40614 -1.82120  -0.558
N 2.89185 3.60139 -2.41648  -0.653
S -0.35614 -3.72976 2.05206  -0.116
C 1.34879 0.51316 -0.97939  0.252
C -1.01964 -3.55897 3.71615  -0.502
C -1.48732 -2.27381 3.99743  -0.467
C -1.33181 -1.41437 2.85719  -0.270
C -0.71915 -2.05290 1.76415  -0.308
C -0.38020 -1.35725 0.54037  0.699
C 3.85514 3.91631 -1.52252  -0.233
C 2.14507 2.56235 -2.21366  -0.107
C 4.02850 3.15843 -0.38496  -0.419
C 3.17223 2.07215 -0.09188  -0.404
C -3.30169 -0.12460 -2.24702  -0.508
C -3.68291 -0.80813 -1.05369  0.007
C 2.23390 1.74049 -1.09062  0.343
C -1.94602 0.17587 -2.46725  -0.533
C -2.72446 -1.15447 -0.11945  -0.905
C -0.94569 -0.10536 -1.49152  0.271
C -1.35347 -0.83052 -0.31762  1.003
N 0.99072 -1.44094 0.19519  -0.215
H -1.03240 -4.36890 4.44845  0.433
H -1.96225 -1.98237 4.94618  0.373
H -1.60564 -0.32697 2.85579  0.403
H 4.54530 4.76926 -1.65346  0.301
H 1.39313 2.35007 -2.95966  0.472
H 4.81776 3.43192 0.28950  0.376
H 3.27475 1.49522 0.80148  0.465
H -4.12853 0.08068 -2.92741  0.381
H -1.70743 0.77752 -3.32722  0.432
H -3.06113 -1.72669 0.76314  0.386
H 1.47928 -2.14747 0.77173  0.314

---

# 2
The following is a DFT calculation (ωB97M-V/def2-TZVPD) of a structure of composition C35H24BrFI2N4O3SW.

The HOMO-LUMO gap (spin up / spin down) is 6.4 / 6.6 eV. The largest force on an atom comes out at 0.322 eV/Å. The LUMO energy (spin up / spin down) is -1.01 / -1.33 eV. The calculation puts the energy at -150412.3419 eV. The calculation puts the HOMO energy (spin up / spin down) at -7.39 / -7.97 eV. As for the spin multiplicity: 3.

Last column: Mulliken charge in e.
Geometry (Å):
W -0.25788 0.38859 -0.39902  -0.534
Br -2.84360 -2.06495 -1.79546  -0.013
C -1.24395 -1.75571 -2.74524  -0.114
C -1.07001 -2.46534 -3.92481  -0.710
C 0.13955 -2.38322 -4.59393  -0.738
C 1.16492 -1.63638 -4.03880  -0.829
C 0.90737 -0.94825 -2.87210  0.846
N -0.30120 -0.94788 -2.25713  1.124
C 2.03055 -0.23932 -2.14506  -0.347
O 3.14643 -0.25766 -2.59104  -0.668
O 1.65577 0.31747 -1.01851  -0.379
H -1.88276 -3.08044 -4.28109  0.518
H 0.29065 -2.93415 -5.51237  0.452
H 2.15957 -1.57968 -4.45480  0.599
O -1.46651 -0.02752 1.12180  0.037
C -2.35244 0.73593 1.73603  0.274
C -2.38068 0.80563 3.13183  -0.773
C -3.32945 1.58351 3.76092  -0.547
C -4.27407 2.29848 3.02206  -1.033
C -4.26029 2.21983 1.64523  -0.988
C -3.30662 1.43545 0.99250  0.596
C -3.26893 1.28800 -0.45223  0.407
N -2.22791 0.91902 -1.20804  1.248
C -2.66775 0.95296 -2.52432  -0.683
C -3.96023 1.33267 -2.55655  -1.355
N -4.32548 1.53316 -1.24654  -0.002
H -1.63489 0.25190 3.68663  0.542
H -3.33472 1.64674 4.84158  0.451
H -5.00239 2.92013 3.52385  0.407
H -4.97527 2.80527 1.07843  0.400
H -2.01248 0.74363 -3.34753  0.610
H -4.62787 1.51336 -3.37794  0.464
H -5.22558 1.83251 -0.91570  0.223
S 3.48745 1.83397 2.07059  -0.384
C 3.42038 0.20054 2.64598  1.177
C 4.41260 -0.50854 3.31392  -0.706
C 4.10094 -1.75953 3.80373  -0.596
C 2.80738 -2.26900 3.66580  -0.802
C 1.82847 -1.56936 2.99080  -0.210
C 2.14553 -0.33614 2.41209  -0.759
N 1.29364 0.51654 1.70167  0.492
C 1.84882 1.69023 1.55644  0.862
C 1.05332 2.79156 1.05953  0.544
C 1.38849 4.11033 1.36187  -0.854
C 0.50905 5.12487 1.04209  -0.794
C -0.69338 4.80274 0.42923  -1.326
C -0.99688 3.48895 0.10567  -0.080
C -0.12943 2.42979 0.39732  0.832
H 5.39522 -0.08103 3.46353  0.418
H 4.85217 -2.33275 4.33030  0.409
H 2.56339 -3.22624 4.10703  0.427
H 0.82598 -1.96526 2.94057  0.457
H 2.31772 4.33732 1.87129  0.394
H 0.75179 6.15298 1.27552  0.373
H -1.39130 5.58457 0.15743  0.495
H -1.90217 3.33303 -0.46296  0.742
I 0.26161 2.41616 -2.83748  0.108
I -1.93561 4.66597 -3.34981  -0.300
F 3.66593 -5.30648 -2.18874  -0.369
C 2.81278 -4.45270 -1.58149  0.402
C 3.32247 -3.36548 -0.90506  -0.915
C 2.44320 -2.48172 -0.30005  0.301
C 1.05936 -2.66644 -0.36577  -0.304
C 0.06644 -1.72660 0.24351  -0.818
C 0.59604 -3.79850 -1.04505  -0.220
C 1.45645 -4.69524 -1.65816  -0.971
H 4.39214 -3.20804 -0.87562  0.477
H 2.84733 -1.61410 0.19864  0.456
H 0.17375 -1.63360 1.31105  -0.111
H -0.93579 -2.12379 0.08872  0.705
H -0.47035 -3.99269 -1.07606  0.486
H 1.09321 -5.57004 -2.18077  0.475

---

# 3
The following is a DFT calculation (ωB97M-V/def2-TZVPD) of an isolated molecule of C5H10O2.

The HOMO-LUMO gap is 10.9 eV. The largest force on an atom comes out at 0.357 eV/Å. The LUMO energy is 1.02 eV. The calculation puts the energy at -9441.6080 eV. The calculation puts the HOMO energy at -9.86 eV. Its SMILES is C[C@H]1OCC[C@H]1O. As for the spin multiplicity: 1.

Last column: Mulliken charge in e.
Geometry (Å):
C 2.11078 -0.18083 -0.39247  -1.377
C 0.78009 0.32208 0.16884  0.265
O -0.02157 1.18216 -0.66342  -0.468
C -1.38812 1.12677 -0.16812  -0.530
C -1.48116 -0.11099 0.74227  -0.602
C -0.20539 -0.84032 0.35748  -0.190
O -0.37128 -1.47502 -0.89833  -0.584
H 2.86014 0.58607 -0.60393  0.381
H 1.99835 -0.82277 -1.27033  0.285
H 2.52774 -0.81927 0.39798  0.365
H 0.99066 0.85834 1.10793  0.330
H -2.05296 1.05457 -1.03631  0.304
H -1.64748 2.04579 0.37193  0.308
H -1.47464 0.16589 1.80262  0.305
H -2.34935 -0.74725 0.54979  0.284
H 0.11175 -1.59859 1.07608  0.511
H -0.38758 -0.74664 -1.54201  0.412

---

# 4
The following is a DFT calculation (ωB97M-V/def2-TZVPD) of the ion C37H33O2Si with charge +1 in a non-equilibrium geometry.

The HOMO-LUMO gap is 7.6 eV. The net charge is +1. The largest force on an atom comes out at 2.161 eV/Å. The LUMO energy is -3.15 eV. The calculation puts the energy at -50872.1383 eV. The calculation puts the HOMO energy at -10.78 eV. As for the spin multiplicity: 1.

Last column: Mulliken charge in e.
Geometry (Å):
C -0.97530 0.50758 2.12899  0.751
C -1.89496 1.44645 1.34813  0.430
C -2.34201 1.02226 0.09850  -0.424
C -2.92073 1.93387 -0.77870  -0.844
C -3.08494 3.26847 -0.38060  -0.864
C -2.75307 3.65889 0.92020  -0.634
C -2.15368 2.74410 1.79478  -0.337
C -1.01889 0.76325 3.63412  -1.707
C -1.15552 -0.22285 4.55110  -0.113
C -1.23324 -0.05493 5.99344  0.865
C -1.20054 -1.20979 6.81154  -0.516
C -1.19176 -1.10321 8.19789  -0.537
C -1.25107 0.16191 8.80368  -0.414
C -1.33640 1.31267 8.00723  -0.635
C -1.33243 1.21306 6.61216  -0.420
H -1.28891 -0.53660 1.94770  0.618
H -2.28313 -0.04550 -0.12939  0.771
H -3.24893 1.59643 -1.76067  0.454
H -3.48161 3.99909 -1.08748  0.424
H -2.95831 4.66864 1.27757  0.417
H -1.88277 3.04511 2.81055  0.304
H -0.85400 1.79411 3.97034  0.372
H -1.16863 -1.25532 4.18671  0.276
H -1.19167 -2.18909 6.32734  0.322
H -1.15605 -2.00459 8.81083  0.371
H -1.23826 0.24906 9.89056  0.370
H -1.42277 2.29422 8.47469  0.372
H -1.43136 2.10300 5.98403  0.345
C -2.64657 -3.23341 -3.80732  -0.597
C -1.35041 -3.46687 -4.28072  -0.707
C -0.30222 -2.61539 -3.90350  -0.085
C -0.54052 -1.52958 -3.03868  0.421
Si 0.81878 -0.38095 -2.52458  -0.212
C 2.44865 -1.26565 -2.52789  0.610
C 2.52772 -2.63825 -2.24218  0.005
C 3.75436 -3.31314 -2.29461  -0.827
C 4.92138 -2.62341 -2.63885  -0.475
C 4.84527 -1.27217 -2.98995  -0.704
C 3.61286 -0.60413 -2.96106  -0.360
C 0.90016 0.98440 -3.78664  0.123
C 1.19040 0.67259 -5.13124  -0.151
C 1.27864 1.68206 -6.09997  -0.657
C 1.06483 3.01657 -5.73875  -0.502
C 0.73927 3.32980 -4.41439  -0.625
C 0.64347 2.31945 -3.44799  -0.257
O 0.24326 0.41027 -0.92118  0.311
C 0.57341 -0.02684 0.23910  -0.295
C 0.40292 0.68685 1.54925  0.450
C 1.54752 0.04806 2.33556  -0.904
C 1.89199 -1.24697 1.65931  -0.490
O 1.29029 -1.11932 0.29771  -0.285
C -1.85504 -1.25756 -2.64440  -0.166
C -2.89921 -2.11897 -2.99655  -0.475
H -3.46248 -3.91030 -4.07383  0.386
H -1.15028 -4.31429 -4.93848  0.413
H 0.70425 -2.80713 -4.28189  0.419
H 1.61993 -3.19684 -1.99931  0.534
H 3.79134 -4.37917 -2.06400  0.416
H 5.88246 -3.13918 -2.64085  0.408
H 5.74499 -0.73241 -3.29233  0.416
H 3.55032 0.43458 -3.29606  0.377
H 1.35276 -0.36686 -5.43130  0.289
H 1.51524 1.42562 -7.13436  0.406
H 1.14503 3.80839 -6.48647  0.386
H 0.55567 4.36610 -4.12599  0.411
H 0.37117 2.57606 -2.42083  0.323
H 0.59626 1.77117 1.41749  0.673
H 2.40886 0.72933 2.28215  0.343
H 1.32919 -0.09111 3.39725  0.406
H 2.96843 -1.38789 1.52644  0.319
H 1.41379 -2.11152 2.12663  0.352
H -2.07818 -0.35858 -2.06480  0.106
H -3.90897 -1.91373 -2.63522  0.458

---

# 5
The following is a DFT calculation (ωB97M-V/def2-TZVPD) of a cluster of 2 separate species, C4H9O2 in total in a non-equilibrium geometry.

The HOMO-LUMO gap (spin up / spin down) is 2.7 / 7.9 eV. The net charge is -2. The largest force on an atom comes out at 5.561 eV/Å. The LUMO energy (spin up / spin down) is 6.86 / 6.76 eV. The calculation puts the energy at -8384.5655 eV. The calculation puts the HOMO energy (spin up / spin down) at 4.16 / -1.19 eV. As for the spin multiplicity: 2.

Last column: Mulliken charge in e.
Geometry (Å):
C 1.23563 1.21774 1.35444  -0.569
C 1.21025 1.00418 -0.27500  0.478
O 0.69406 1.90344 -0.93630  -0.714
O 1.89903 0.05981 -0.63860  -0.628
H 2.33748 1.09895 1.97281  0.195
H 0.62740 0.33058 1.61925  -0.051
H 0.79014 2.22145 1.43884  0.272
C -2.43306 -2.17783 0.74118  -3.946
C -1.96314 -1.49408 -0.61234  -0.089
H -2.08081 -1.42429 1.56687  0.633
H -3.42482 -2.22280 0.73360  1.185
H -1.95268 -3.10103 0.86598  0.786
H -1.33329 -2.08629 -1.46225  0.226
H -1.18981 -0.79031 -0.30403  -0.137
H -2.81644 -1.03232 -1.08148  0.359

---

# 6
The following is a DFT calculation (ωB97M-V/def2-TZVPD) of a structure of composition C41H42P2PtTe in a non-equilibrium geometry.

The HOMO-LUMO gap (spin up / spin down) is 4.5 / 5.5 eV. The largest force on an atom comes out at 3.604 eV/Å. The LUMO energy (spin up / spin down) is 0.39 / -2.40 eV. The calculation puts the energy at -72312.6586 eV. The calculation puts the HOMO energy (spin up / spin down) at -4.15 / -7.94 eV. As for the spin multiplicity: 3.

Last column: Mulliken charge in e.
Geometry (Å):
Pt 0.25967 -1.69515 0.22924  1.283
C 0.73466 4.47953 -1.94130  -0.368
C 0.93265 4.47254 -0.61922  -0.164
C 0.14667 5.29537 0.36438  -0.823
C -1.36336 5.45860 0.06989  -1.147
C -2.06918 4.22907 -0.43162  -0.006
C -2.23310 3.93060 -1.72484  -0.561
C -1.65667 4.70196 -2.87117  -0.986
C -0.27216 5.35431 -2.63603  -0.964
C -0.91354 -3.43881 0.45646  -1.600
H 1.39321 3.91554 -2.61247  0.400
H 1.80309 3.95363 -0.20753  0.539
H 0.58091 6.30779 0.42399  0.385
H 0.25526 4.85652 1.36790  0.283
H -1.84040 5.73976 1.02176  0.444
H -1.52058 6.30442 -0.61449  0.307
H -2.56594 3.64546 0.34964  0.715
H -2.96692 3.18614 -2.02988  0.631
H -2.35667 5.50086 -3.16936  0.313
H -1.57497 4.03238 -3.74002  0.365
H 0.12828 5.59360 -3.63299  0.481
H -0.39907 6.31286 -2.11278  0.311
H -0.67966 -4.15082 -0.34943  0.400
H -1.97112 -3.13186 0.45776  0.627
H -0.62461 -3.85796 1.43359  0.361
P 1.55973 0.11692 0.40332  0.489
P -1.60276 -0.50802 0.21093  -0.374
C 0.31829 1.41651 0.48947  -0.251
C -1.01564 1.15774 0.49339  -0.357
C 2.68874 0.27644 1.82726  0.665
C 2.88688 1.56449 2.35607  -0.137
C 3.75692 1.75497 3.43126  -0.582
C 4.40742 0.66254 4.01078  -0.546
C 4.18709 -0.62471 3.51385  -0.652
C 3.33085 -0.81945 2.42659  0.014
C 2.52517 0.39920 -1.11922  0.872
C 1.93608 0.09313 -2.35595  -0.465
C 2.68529 0.19897 -3.52938  -0.691
C 4.01558 0.62864 -3.46916  -0.572
C 4.60588 0.92807 -2.23447  -0.654
C 3.87102 0.79213 -1.05542  -0.529
C -2.83706 -0.91137 1.48176  0.561
C -2.39430 -1.17384 2.78904  -0.502
C -3.32656 -1.44737 3.79350  -0.619
C -4.69339 -1.46402 3.49702  -0.507
C -5.12869 -1.23903 2.18578  -0.575
C -4.20665 -0.97097 1.17258  -0.384
C -2.39295 -0.68012 -1.41935  0.562
C -2.42929 -1.89601 -2.12361  -0.308
C -3.08108 -1.95519 -3.35909  -0.655
C -3.66566 -0.80682 -3.90064  -0.564
C -3.58160 0.41455 -3.22016  -0.325
C -2.94446 0.47593 -1.98129  -0.314
H 0.70233 2.43650 0.50201  -0.453
H -1.77295 1.91384 0.71078  0.563
H 2.34643 2.40532 1.92675  0.266
H 3.92064 2.76307 3.81400  0.418
H 5.08413 0.81342 4.85246  0.364
H 4.68707 -1.47972 3.97498  0.395
H 3.16593 -1.82904 2.02486  -0.429
H 0.90845 -0.27615 -2.38298  0.193
H 2.22752 -0.05554 -4.48726  0.431
H 4.60120 0.70740 -4.38795  0.368
H 5.64484 1.26002 -2.18834  0.406
H 4.33897 0.97469 -0.08675  0.353
H -1.32236 -1.18788 2.99820  0.320
H -2.98270 -1.64191 4.81020  0.393
H -5.42161 -1.65275 4.28921  0.354
H -6.19277 -1.26708 1.94776  0.385
H -4.53067 -0.82436 0.14127  0.372
H -1.94367 -2.77619 -1.70347  0.219
H -3.14103 -2.90297 -3.89547  0.395
H -4.18795 -0.85923 -4.85733  0.361
H -4.02050 1.31723 -3.64520  0.427
H -2.85250 1.41210 -1.43356  0.012
Te 2.32721 -3.29541 -0.01652  0.181
C 1.95510 -5.20036 0.80736  0.406
C 1.80368 -6.28420 -0.08327  -0.565
C 1.49862 -7.54877 0.43352  -0.466
C 1.35763 -7.73638 1.81721  -0.459
C 1.52243 -6.65379 2.69347  -0.517
C 1.82812 -5.37594 2.19838  -0.334
H 1.89876 -6.10080 -1.15287  0.337
H 1.36789 -8.39256 -0.24553  0.349
H 1.12773 -8.72810 2.21065  0.361
H 1.41022 -6.80229 3.76763  0.361
H 1.94256 -4.51180 2.84942  0.407